(1)
Molecular formula: C3H8NS
Method: DFT, ωB97M-V/def2-TZVPD

## Properties
Spin multiplicity: 1
Total charge: -1

Structure (XYZ):
```
13
C3H8NS ωB97M-V/def2-TZVPD
C 1.814 -2.344 0.859
S 1.538 -0.544 1.086
H 1.332 -2.622 -0.086
H 1.281 -2.911 1.625
H 2.845 -2.700 0.835
C -1.956 2.152 -1.721
C -1.235 0.475 -0.280
N -2.177 0.904 -1.006
H -0.979 2.570 -1.423
H -1.899 1.955 -2.791
H -2.730 2.866 -1.454
H -1.371 -0.451 0.267
H -0.226 0.896 -0.314
```

(2)
Molecular formula: C16H12AuN4O4S
Method: DFT, ωB97M-V/def2-TZVPD

## Properties
Spin multiplicity: 1
Total charge: +1

Structure (XYZ):
```
38
C16H12AuN4O4S ωB97M-V/def2-TZVPD
Au -0.030 -1.195 0.984
O -3.073 -3.254 2.505
C -2.219 -2.479 2.196
O -1.252 -2.741 1.310
C -2.181 -1.073 2.786
C -3.017 -0.504 3.727
C -2.760 0.813 4.109
C -1.700 1.542 3.568
C -0.901 0.915 2.634
N -1.192 -0.335 2.307
C 0.317 1.458 1.899
O 0.676 2.590 2.035
O 0.924 0.573 1.102
H -3.834 -1.077 4.143
H -3.399 1.281 4.845
H -1.493 2.562 3.861
C 4.239 -0.945 0.059
N 3.300 -0.293 -0.851
C 3.515 0.915 -1.470
C 2.389 1.222 -2.146
N 1.496 0.192 -1.934
C 2.065 -0.730 -1.128
S 1.391 -2.214 -0.542
C 0.170 0.166 -2.486
C -0.026 0.623 -3.777
C -1.327 0.642 -4.253
C -2.350 0.192 -3.435
C -2.029 -0.268 -2.169
N -0.785 -0.274 -1.691
H 5.226 -0.529 -0.118
H 4.252 -2.014 -0.128
H 3.936 -0.757 1.088
H 4.439 1.454 -1.366
H 2.132 2.090 -2.725
H 0.803 0.932 -4.398
H -1.532 0.992 -5.255
H -3.377 0.185 -3.773
H -2.795 -0.658 -1.508
```

(3)
Molecular formula: C3H6O2S
Method: DFT, ωB97M-V/def2-TZVPD

## Properties
SMILES: COCSC=O
Spin multiplicity: 1
Total charge: 0

Structure (XYZ):
```
12
C3H6O2S ωB97M-V/def2-TZVPD
C 1.013 -1.024 -1.312
O 0.634 0.258 -0.761
C 0.640 0.441 0.711
S -0.622 1.643 1.027
C -2.099 0.855 0.889
O -2.227 -0.309 0.769
H 0.496 -1.832 -0.995
H 2.084 -0.996 -1.177
H 0.815 -0.971 -2.335
H 1.641 0.742 1.134
H 0.440 -0.475 1.126
H -2.814 1.668 0.923
```

no.,electronic energy (eV),gap between HOMO and LUMO (eV),E_HOMO (eV)
1,-15565.6622,6.131,-2.24
2,-45459.0189,8.053,-12.51
3,-18136.5848,10.578,-9.80